## one
{
  "formula": "C4H13N2O",
  "method": "the ωB97M-V functional and the def2-TZVPD basis",
  "lumo_ev": [-13.170, -14.616],
  "homo_ev": [-16.77, -16.77],
  "charge": 2,
  "multiplicity": 2,
  "species": ["O", "N", "N", "C", "C", "C", "C", "H", "H", "H", "H", "H", "H", "H", "H", "H", "H", "H", "H", "H"],
  "coordinates": [[-1.97190, 0.84408, -0.50423], [-1.05562, -1.75372, 0.02015], [0.51204, 0.30007, -1.25113], [0.97094, -0.36569, -0.21174], [2.32943, -0.06318, 0.32811], [0.13709, -1.32956, 0.47247], [2.42214, 1.39346, 0.83640], [-11.85394, 2.17592, 1.98997], [1.22606, 0.42480, -1.98445], [3.42237, 1.65026, 1.17394], [-2.45213, 1.56944, -0.96255], [-1.86164, -1.47806, 0.60467], [1.69928, 1.56516, 1.63282], [0.52952, -1.85467, 1.33989], [2.14621, 2.09187, 0.03331], [-1.06090, 0.79878, -0.90277], [-1.18529, -1.47408, -0.95566], [-11.95073, 1.64128, 1.47861], [3.06913, -0.21000, -0.46537], [2.54697, -0.76993, 1.14183]]
}

***

## two
{
  "formula": "C4H13N2O",
  "method": "the ωB97M-V functional and the def2-TZVPD basis",
  "lumo_ev": [-9.746, -13.928],
  "homo_ev": [-19.06, -18.50],
  "charge": 2,
  "multiplicity": 2,
  "species": ["O", "N", "N", "C", "C", "C", "C", "H", "H", "H", "H", "H", "H", "H", "H", "H", "H", "H", "H", "H"],
  "coordinates": [[1.86394, -0.28279, 1.35475], [0.32759, -1.82852, -0.36252], [0.07149, 1.10305, 0.92122], [-0.20427, 2.11517, -1.25494], [-1.03894, -1.47586, 0.03507], [-0.43734, 0.96514, -0.55861], [-1.36158, -0.16232, -0.70320], [2.51287, -0.65920, 1.99115], [-2.35666, 0.20051, -0.31191], [0.37676, 0.18203, 1.29648], [-0.73926, 1.42161, 1.46314], [-1.71765, -2.21647, -0.39329], [-1.38581, -0.38036, -1.78688], [-1.13563, -1.31652, 1.10592], [-0.21774, 2.28837, -2.33662], [0.85152, 1.76477, 0.92840], [0.33383, -1.98990, -1.36672], [0.57421, -2.71970, 0.05833], [1.81614, -0.89812, 0.60145], [0.26842, 3.04037, -0.93179]]
}

***

Quick one: least stable of them? one

***

## one
{
  "formula": "C4H11NO3",
  "method": "the ωB97M-V functional and the def2-TZVPD basis",
  "lumo_ev": 0.789,
  "smiles": "O=CNCCCO.O",
  "homo_ev": -9.83,
  "charge": 0,
  "species": ["O", "O", "O", "N", "C", "C", "C", "C", "H", "H", "H", "H", "H", "H", "H", "H", "H", "H", "H"],
  "coordinates": [[-2.49695, 0.28708, 0.35172], [1.83443, -0.19359, -1.25976], [-1.23853, -0.34290, -2.10386], [-0.47873, -0.75180, 0.74745], [1.56661, 0.97304, -0.49339], [-1.60544, -0.06430, 1.10508], [0.84579, -0.54121, 1.33541], [1.63039, 0.74541, 1.04056], [-1.91843, -0.30480, -1.39564], [-1.68391, 0.07733, 2.19014], [-0.45235, -0.98066, -0.23540], [0.82107, -0.79140, 2.40360], [0.57671, 1.33808, -0.73677], [-1.68340, -0.93303, -2.72686], [1.06186, -0.34516, -1.81898], [1.41141, -1.31691, 0.83399], [1.37825, 1.64251, 1.59244], [2.65344, 0.41276, 1.28449], [2.32943, 1.71355, -0.76882]]
}

***

## two
{
  "formula": "C4H11NO3",
  "method": "the ωB97M-V functional and the def2-TZVPD basis",
  "lumo_ev": -5.745,
  "homo_ev": -9.07,
  "charge": 0,
  "species": ["O", "O", "O", "N", "C", "C", "C", "C", "H", "H", "H", "H", "H", "H", "H", "H", "H", "H", "H"],
  "coordinates": [[-2.08849, -1.84268, -1.08638], [1.72549, 0.76018, -2.48073], [0.77011, 0.77131, 2.77998], [0.92601, -1.03207, 0.85251], [-0.50305, -1.27641, 0.66914], [-1.06354, -1.26597, -0.61976], [-1.48517, -0.50790, 1.11169], [-0.55933, -0.17779, -1.56592], [-1.06854, 0.80930, -1.40601], [1.19506, -0.20891, 1.44671], [1.04065, 1.31603, 3.59290], [2.52187, 1.05279, -2.98566], [-1.09814, -0.47181, -2.55806], [0.50893, -0.12556, -1.71907], [1.29090, -1.87434, 1.29824], [-1.19807, 0.37836, 1.71621], [1.07808, 1.97114, -0.16674], [0.55110, 2.43801, 0.16581], [-2.54386, -0.71369, 0.95512]]
}

***

## three
{
  "formula": "C4H11NO3",
  "method": "the ωB97M-V functional and the def2-TZVPD basis",
  "lumo_ev": -4.969,
  "homo_ev": -9.41,
  "charge": 0,
  "species": ["O", "O", "O", "N", "C", "C", "C", "C", "H", "H", "H", "H", "H", "H", "H", "H", "H", "H", "H"],
  "coordinates": [[3.03458, 0.28575, 0.22346], [-1.26779, 0.33589, -2.46494], [-1.12962, 0.28707, 2.82776], [-0.34790, -0.83049, -0.44074], [0.77410, 1.30153, -0.67598], [2.15879, -0.64783, -0.03782], [-1.53063, -0.63564, 0.45200], [0.74271, 0.04154, -0.26882], [-0.93048, -0.67789, 1.39715], [-2.20870, -1.47719, 0.33512], [0.48684, 0.49246, 1.47988], [1.61897, 1.98625, -0.53009], [-1.46393, 0.70057, 3.60528], [-1.71191, 0.03840, -3.25137], [-0.79320, -0.76210, -1.37102], [-1.99425, 0.36411, 0.38173], [2.67492, -1.08165, -1.03868], [-0.00373, 1.75644, -1.29980], [1.89123, -1.47721, 0.67689]]
}

***

## four
{
  "formula": "C4H11NO3",
  "method": "the ωB97M-V functional and the def2-TZVPD basis",
  "lumo_ev": 0.307,
  "homo_ev": -8.62,
  "charge": 0,
  "species": ["O", "O", "O", "N", "C", "C", "C", "C", "H", "H", "H", "H", "H", "H", "H", "H", "H", "H", "H"],
  "coordinates": [[-2.85846, -0.61725, 0.02745], [0.42033, 1.20616, 1.04142], [-0.29173, -1.16462, 0.62517], [2.41279, -1.11590, -0.00033], [-0.63638, -0.13972, -0.44732], [1.87348, 0.19574, -0.47220], [-1.96583, 0.36630, -0.29339], [0.46777, 0.79808, -0.22070], [0.61228, 1.66253, -0.89672], [3.30083, -0.79037, 0.87631], [1.40635, -1.52116, 0.33276], [-2.34057, 0.83041, -1.24007], [-0.46444, -0.91019, -1.19843], [-2.04462, 1.34270, 0.46704], [2.42827, 1.22502, -0.18043], [-3.60300, -0.27579, 0.73325], [2.02249, -0.10744, -1.56280], [0.44181, 0.49466, 1.66256], [-1.18138, -1.47915, 0.74644]]
}

***

Quick one: least stable of them? three

***

## one
{
  "formula": "C4H11NO3",
  "method": "the ωB97M-V functional and the def2-TZVPD basis",
  "lumo_ev": 0.645,
  "smiles": "CC(C)NC(=O)O.O",
  "homo_ev": -10.06,
  "charge": 0,
  "species": ["O", "O", "O", "N", "C", "C", "C", "C", "H", "H", "H", "H", "H", "H", "H", "H", "H", "H", "H"],
  "coordinates": [[-2.54138, 0.88483, -0.82255], [-0.31995, 0.97714, -1.10716], [1.82260, 2.81601, -2.78642], [-1.30981, -0.10925, 0.69245], [0.31374, -1.81519, -0.03788], [0.85802, -0.28077, 1.83343], [-1.25813, 0.51688, -0.49900], [-0.28535, -1.08245, 1.15862], [1.00953, 2.74744, -2.27731], [0.88915, -0.45996, 2.88922], [-0.77236, -1.66662, 1.92004], [1.11333, -2.43753, 0.36722], [1.82268, -0.62294, 1.51066], [0.78545, -1.15519, -0.75703], [2.13875, 1.91528, -2.85982], [0.88616, 0.79607, 1.68531], [-0.41701, -2.44531, -0.54610], [-2.53464, 1.54837, -1.51387], [-2.20078, -0.12680, 1.15018]]
}

***

## two
{
  "formula": "C4H11NO3",
  "method": "the ωB97M-V functional and the def2-TZVPD basis",
  "lumo_ev": 0.680,
  "smiles": "O=CCCNCO.O",
  "homo_ev": -9.36,
  "charge": 0,
  "species": ["O", "O", "O", "N", "C", "C", "C", "C", "H", "H", "H", "H", "H", "H", "H", "H", "H", "H", "H"],
  "coordinates": [[1.59006, -2.91471, 0.14950], [-1.98791, 0.86276, 1.86894], [-1.32308, 2.75989, -1.32064], [0.32084, -0.95191, 0.34750], [-0.44518, 2.08037, -0.86440], [1.13615, -1.91552, 1.04973], [-0.17332, 0.69355, -1.43710], [0.90888, -0.04876, -0.59628], [0.16063, 0.70681, -2.46561], [-0.54070, -1.40000, 0.06628], [-1.06107, 0.82469, 1.69760], [-2.02990, 1.05303, 2.81333], [-1.11279, 0.15214, -1.32339], [1.96420, -1.39607, 1.53454], [0.24556, 2.46277, -0.09011], [1.55819, -0.51212, -1.35904], [1.84130, -3.71607, 0.65055], [1.53743, 0.66860, -0.06398], [0.44081, -2.34824, 1.77607]]
}

***

Quick one: least stable of them? two

***

## one
{
  "formula": "C4H11NO3",
  "method": "the ωB97M-V functional and the def2-TZVPD basis",
  "lumo_ev": 0.555,
  "smiles": "CC(N)=C(O)O.CO",
  "homo_ev": -7.02,
  "charge": 0,
  "species": ["O", "O", "O", "N", "C", "C", "C", "C", "H", "H", "H", "H", "H", "H", "H", "H", "H", "H", "H"],
  "coordinates": [[0.73297, 1.62708, 1.08840], [-0.32758, -0.64333, 1.93012], [-1.73187, 0.84787, 0.80697], [0.34360, -1.92407, -0.34192], [1.81651, 1.47555, -0.08063], [-0.75691, -0.10607, 0.74437], [-0.52012, -0.80088, -0.42593], [-1.46356, -0.71419, -1.58303], [-1.39773, 1.56249, 1.36747], [2.16489, 2.50767, -0.13509], [1.14292, 1.88995, 1.92292], [-0.91253, -0.79263, -2.52431], [-2.00196, 0.22998, -1.56210], [0.14108, -2.59793, 0.39038], [1.35436, 1.22409, -1.02823], [0.35549, -2.56638, -1.13166], [-2.20376, -1.52161, -1.57298], [0.63888, -0.50135, 1.93329], [2.62533, 0.80377, 0.20195]]
}

***

## two
{
  "formula": "C4H11NO3",
  "method": "the ωB97M-V functional and the def2-TZVPD basis",
  "lumo_ev": 0.614,
  "smiles": "N[C@@H](CO)CC=O.O",
  "homo_ev": -9.89,
  "charge": 0,
  "species": ["O", "O", "O", "N", "C", "C", "C", "C", "H", "H", "H", "H", "H", "H", "H", "H", "H", "H", "H"],
  "coordinates": [[2.20705, 1.89641, 1.19971], [-1.46533, 1.21378, 1.54409], [1.54059, -2.55300, 0.45392], [-0.30433, 1.06303, -1.09450], [-0.23825, -0.01934, -0.12776], [1.24885, -2.02890, -0.58591], [-0.11774, -1.43953, -0.81501], [-1.46684, 0.01772, 0.74256], [-1.21613, 1.08821, -1.54177], [-1.38682, 1.98922, 0.97169], [0.46059, 1.03420, -1.75333], [0.63432, 0.06447, 0.51722], [1.57816, 1.66291, 0.50774], [-0.79682, -2.14719, -0.34473], [-2.37967, 0.07564, 0.14604], [-1.49417, -0.77451, 1.48719], [-0.40946, -1.30553, -1.84673], [1.96274, -1.91083, -1.42481], [1.64328, 2.07324, 1.96436]]
}

***

## three
{
  "formula": "C4H11NO3",
  "method": "the ωB97M-V functional and the def2-TZVPD basis",
  "lumo_ev": 0.477,
  "smiles": "CC(=O)NCCO.O",
  "homo_ev": -9.37,
  "charge": 0,
  "species": ["O", "O", "O", "N", "C", "C", "C", "C", "H", "H", "H", "H", "H", "H", "H", "H", "H", "H", "H"],
  "coordinates": [[0.77717, -2.20979, -2.16767], [1.95261, 1.75375, 0.23429], [-1.02344, -0.28134, 2.76721], [-0.75267, -0.60605, 0.56766], [-0.82794, 1.69884, 1.47242], [-0.01911, -0.45792, -0.68075], [-0.43108, -1.62013, -1.61821], [-0.78653, 0.19831, 1.67758], [1.05552, -0.55574, -0.56004], [-0.87226, -1.56333, 0.86681], [-0.49539, 2.02907, 0.49677], [-0.90864, -2.40784, -1.04291], [2.89939, 1.57568, 0.20206], [1.01314, -3.00902, -1.67469], [-0.21290, 0.50419, -1.14475], [-0.90862, -1.24142, -2.51821], [-1.90853, 1.88097, 1.46475], [1.75015, 2.14802, -0.62858], [-0.30087, 2.16375, 2.28626]]
}

***

## four
{
  "formula": "C4H11NO3",
  "method": "the ωB97M-V functional and the def2-TZVPD basis",
  "lumo_ev": 0.666,
  "smiles": "c1cc[nH]c1.O.O.O",
  "homo_ev": -7.82,
  "charge": 0,
  "species": ["O", "O", "O", "N", "C", "C", "C", "C", "H", "H", "H", "H", "H", "H", "H", "H", "H", "H", "H"],
  "coordinates": [[-4.60806, 1.19772, -3.64056], [4.93386, -3.67666, 1.11241], [1.71960, -4.13984, 5.26148], [-1.27604, 1.41503, -0.06332], [-1.79812, 2.45820, -0.92962], [0.46466, 2.48810, -1.06386], [0.10740, 1.35781, -0.31509], [-0.74034, 3.16923, -1.49658], [1.48857, 2.71318, -1.30892], [0.83050, 0.54428, -0.18328], [2.40654, -4.71613, 4.89092], [1.26400, -4.75782, 5.82929], [-1.70053, 1.14282, 0.89370], [-0.67563, 4.10165, -2.01568], [-5.36804, 1.74466, -3.91549], [-4.43527, 0.55758, -4.31179], [5.41527, -4.27379, 0.60379], [-2.97731, 2.35830, -1.35187], [4.94893, -3.68432, 2.00448]]
}

***

Quick one: least stable of them? four

***

## one
{
  "formula": "C4H11NO3",
  "method": "the ωB97M-V functional and the def2-TZVPD basis",
  "lumo_ev": 0.707,
  "smiles": "NCCCOC=O.O",
  "homo_ev": -9.61,
  "charge": 0,
  "species": ["O", "O", "O", "N", "C", "C", "C", "C", "H", "H", "H", "H", "H", "H", "H", "H", "H", "H", "H"],
  "coordinates": [[1.34196, 2.01023, 4.06332], [1.27304, -0.29984, 0.35181], [2.32157, -1.37944, 1.97686], [-2.80305, 0.38978, -1.36141], [1.97366, -1.31455, 0.78033], [-1.61959, -0.28183, -0.90200], [1.01626, -0.28917, -1.04167], [-0.34918, 0.24327, -1.50479], [1.77038, 0.33741, -1.55562], [1.33063, 1.86211, 3.09060], [-3.70888, -0.06331, -1.19756], [2.13172, -2.18514, 0.11343], [1.06229, 1.14907, 4.44862], [1.08255, -1.31019, -1.46425], [-1.59482, -0.24458, 0.20409], [-0.40867, 0.09299, -2.59993], [-1.68914, -1.34528, -1.20146], [-0.28315, 1.33233, -1.31761], [-2.84758, 1.29618, -0.88274]]
}

***

## two
{
  "formula": "C4H11NO3",
  "method": "the ωB97M-V functional and the def2-TZVPD basis",
  "lumo_ev": 0.452,
  "smiles": "C=NC(C)=O.CO.O",
  "homo_ev": -10.03,
  "charge": 0,
  "species": ["O", "O", "O", "N", "C", "C", "C", "C", "H", "H", "H", "H", "H", "H", "H", "H", "H", "H", "H"],
  "coordinates": [[2.29320, -1.28434, 1.25005], [-1.15657, 0.90143, -0.83161], [1.43672, 0.92405, -0.14218], [-1.07615, -0.83603, 0.59096], [-0.39460, -1.86376, 0.32794], [2.33140, 1.43213, -1.10014], [-1.74058, 0.09529, -0.10365], [-3.18843, 0.24536, 0.28460], [-0.50811, -2.42184, -0.60259], [0.12793, -2.34784, 1.14758], [2.47370, -0.70076, 1.99259], [-3.61443, -0.70441, 0.59618], [2.35432, 0.80994, -2.00213], [2.05577, 2.44826, -1.39469], [1.78408, -0.74013, 0.56582], [3.32522, 1.45760, -0.64764], [-3.24994, 0.94153, 1.12193], [-3.74458, 0.65721, -0.55758], [0.49107, 0.98632, -0.49545]]
}

***

Quick one: least stable of them? two